# 1
A molecular structure, C18H53FeO9 at a distorted geometry. Source: the OMol25 dataset; level of theory: ωB97M-V/def2-TZVPD.

Geometry (Å):
1 Fe 1.555 -1.918 -2.958
2 C 0.932 0.095 0.762
3 C 0.886 0.326 -0.766
4 O 0.716 -0.827 -1.489
5 H 0.069 -0.498 1.070
6 H 0.944 1.059 1.266
7 H 1.788 -0.494 1.092
8 H 1.742 0.948 -1.059
9 H 0.041 1.021 -0.949
10 C 1.985 4.005 -3.248
11 C 0.613 3.422 -3.561
12 O 0.775 2.017 -3.830
13 H 2.287 3.852 -2.209
14 H 2.031 5.056 -3.537
15 H 2.806 3.556 -3.812
16 H 0.138 3.851 -4.442
17 H -0.101 3.522 -2.738
18 H 1.040 1.671 -2.972
19 C -2.522 1.564 -2.467
20 C -3.568 0.685 -1.751
21 O -4.519 1.484 -1.089
22 H -2.180 2.471 -1.974
23 H -2.928 1.864 -3.432
24 H -1.642 0.926 -2.598
25 H -3.023 0.089 -1.008
26 H -4.035 0.024 -2.484
27 H -5.280 0.998 -0.761
28 C 2.211 -3.546 2.170
29 C 1.224 -3.960 1.118
30 O 1.852 -4.509 -0.098
31 H 2.784 -4.363 2.605
32 H 1.561 -3.127 2.945
33 H 2.876 -2.756 1.822
34 H 0.599 -3.131 0.775
35 H 0.542 -4.736 1.473
36 H 2.484 -5.160 0.245
37 C -2.837 -2.071 1.070
38 C -2.563 -1.954 2.568
39 O -1.441 -2.721 2.950
40 H -1.998 -1.833 0.408
41 H -3.687 -1.499 0.696
42 H -3.058 -3.124 0.854
43 H -3.444 -2.145 3.186
44 H -2.293 -0.912 2.765
45 H -1.684 -3.651 2.850
46 C -1.559 2.586 1.162
47 C -2.406 3.719 0.612
48 O -2.093 4.924 1.327
49 H -0.536 2.795 0.845
50 H -1.819 1.594 0.771
51 H -1.692 2.519 2.239
52 H -3.470 3.616 0.824
53 H -2.119 3.897 -0.425
54 H -2.823 5.162 1.898
55 C -1.324 -5.144 -1.646
56 C -1.051 -3.791 -2.273
57 O 0.410 -3.582 -2.340
58 H -0.862 -5.295 -0.671
59 H -0.992 -5.954 -2.302
60 H -2.382 -5.401 -1.573
61 H -1.410 -2.930 -1.703
62 H -1.458 -3.729 -3.281
63 H 0.699 -4.119 -1.568
64 C 0.648 3.444 3.585
65 C 0.322 4.938 3.762
66 O 0.889 5.430 4.998
67 H 0.565 3.180 2.531
68 H -0.016 2.789 4.149
69 H 1.676 3.161 3.827
70 H -0.759 4.968 3.891
71 H 0.740 5.475 2.913
72 H 1.483 6.109 4.663
73 C 4.541 -0.973 -0.176
74 C 4.327 -2.252 -1.012
75 O 2.944 -2.402 -1.389
76 H 3.912 -0.189 -0.606
77 H 5.593 -0.703 -0.151
78 H 4.174 -1.081 0.846
79 H 4.723 -3.063 -0.404
80 H 4.896 -2.126 -1.931
81 H 2.552 -3.142 -0.846

As for the expectation value of S²: 8.7639. The multiplicity is 6. As for the total charge: +2. For the energy above the lowest of the compared OMol25 structures with the same formula, charge and spin, the calculation gives 0.00 kJ/mol. The HOMO energy (spin up / spin down) comes out at -14.17 / -14.02 eV. The calculation puts the max |F| at 0.07552 Eh/bohr. The calculated total energy is -72319.0058 eV.

---

# 2
8 unconnected molecules or ions with the total composition C18H53N2O10 at a distorted geometry. Source: the OMol25 dataset; level of theory: ωB97M-V/def2-TZVPD.

Geometry (Å):
1 C -28.414 -0.749 12.678
2 O -27.161 -1.274 12.467
3 H -28.881 -0.780 11.685
4 H -28.271 0.124 12.905
5 H -28.977 -1.275 13.359
6 C -26.991 2.342 12.233
7 O -26.088 1.213 12.354
8 H -26.510 3.415 12.033
9 H -27.652 2.736 12.934
10 H -27.484 2.100 11.250
11 H -26.582 0.398 12.569
12 C -24.888 -1.407 10.150
13 O -24.605 -1.598 11.580
14 H -25.943 -1.552 9.965
15 H -24.320 -2.116 9.619
16 H -24.768 -0.382 9.738
17 H -25.434 -1.565 11.932
18 C -28.206 -0.335 7.866
19 O -28.606 -0.962 6.757
20 H -28.947 -0.623 8.857
21 H -28.365 0.679 7.693
22 H -27.065 -0.527 8.168
23 H -27.888 -1.462 6.507
24 C -26.223 -3.779 14.589
25 O -27.008 -2.625 14.953
26 H -25.283 -3.725 15.048
27 H -26.150 -3.951 13.493
28 H -26.548 -4.535 15.094
29 H -27.363 -2.278 14.156
30 C -27.422 -4.320 10.352
31 O -28.338 -3.306 10.594
32 H -26.484 -3.742 9.838
33 H -27.727 -5.115 9.601
34 H -27.222 -4.661 11.160
35 H -27.971 -2.447 10.983
36 C -23.496 -1.835 16.470
37 O -24.733 -1.373 16.250
38 C -24.713 -0.119 15.501
39 C -26.237 0.625 15.613
40 N -26.467 0.523 16.941
41 C -27.833 0.897 17.371
42 C -28.893 -0.018 16.783
43 O -28.613 -1.368 17.226
44 C -29.506 -2.267 16.715
45 H -23.620 -2.655 17.165
46 H -22.670 -1.117 16.812
47 H -23.008 -2.246 15.508
48 H -24.401 -0.095 14.547
49 H -23.947 0.514 15.775
50 H -26.766 0.026 14.907
51 H -26.158 1.444 15.265
52 H -25.827 1.179 17.375
53 H -28.020 1.955 17.130
54 H -27.897 0.893 18.517
55 H -28.976 0.104 15.749
56 H -29.932 0.273 17.295
57 H -29.241 -3.163 16.907
58 H -29.676 -2.244 15.713
59 H -30.577 -1.952 17.201
60 C -36.957 4.178 15.960
61 O -36.440 3.583 14.836
62 C -35.408 4.382 14.280
63 C -34.813 3.576 12.987
64 N -33.525 4.173 12.482
65 C -33.059 3.593 11.236
66 C -32.297 2.310 11.386
67 O -32.218 1.716 10.111
68 C -31.177 0.704 10.022
69 H -37.210 5.127 15.632
70 H -36.128 3.951 16.589
71 H -38.060 3.711 16.378
72 H -34.635 4.201 15.034
73 H -35.608 5.326 14.126
74 H -35.471 3.843 12.350
75 H -34.550 2.609 13.142
76 H -32.804 4.133 13.335
77 H -32.709 4.351 10.758
78 H -33.894 3.377 10.751
79 H -32.634 1.541 11.855
80 H -31.436 2.773 11.890
81 H -31.149 0.498 9.096
82 H -31.421 -0.179 10.724
83 H -30.388 1.277 10.326

As for the total charge: -1. For the energy above the lowest of the compared OMol25 structures with the same formula, charge and spin, the calculation gives 616.38 kJ/mol. The HOMO energy comes out at -4.79 eV. The calculation puts the max |F| at 0.24966 Eh/bohr. The calculated total energy is -42962.7596 eV.